No. 1
The following is a DFT calculation (ωB97M-V/def2-TZVPD) of C25H27FN4O3S in the gas phase.

```
61
Properties=species:S:1:pos:R:3:forces:R:3:lowdin_charge:R:1
S -0.109864 2.185703 -2.071318 -0.15 0.36 0.07 0.694
F -0.279660 -5.223737 4.017120 -0.09 0.03 -0.16 0.039
O 0.267880 1.981240 -3.438591 0.27 0.17 0.12 -0.266
O 1.297383 0.061538 2.493487 0.10 0.38 0.18 0.063
O -1.131283 1.320640 -1.534617 0.10 0.25 0.24 -0.294
N 1.235358 2.182561 -1.083673 -0.86 0.01 -0.67 -0.227
N 0.611544 -1.866649 1.576752 -0.07 -0.35 0.21 -0.044
N 1.415315 4.672814 -2.600894 0.35 -0.24 -0.19 0.122
N -1.602178 -3.605204 2.000646 -0.10 0.31 0.07 -0.093
C 0.161288 4.934798 -2.195237 -0.26 0.86 0.05 -0.204
C 2.490837 1.847866 -1.718238 0.31 -0.21 -0.70 -0.211
C 0.132694 -2.718149 0.514439 -0.35 -0.03 -0.29 -0.114
C -2.773995 -7.026593 1.306332 0.01 -0.07 -0.07 -0.095
C -1.349051 -7.127093 3.210726 -0.03 0.06 -0.04 -0.021
C -1.134975 -5.767225 3.106004 0.02 -0.06 -0.03 -0.196
C 2.193404 5.671161 -2.908749 0.04 0.02 -0.01 -0.113
C 1.130396 0.035468 0.105969 0.17 0.18 0.30 -0.220
C -2.168965 -7.772113 2.304728 0.02 0.00 0.04 -0.098
C 0.401009 -2.462485 2.883671 -0.10 0.10 0.41 -0.107
C -0.700610 3.869018 -1.873307 -0.07 -0.65 0.02 -0.185
C -2.458448 5.408446 -1.309002 0.06 0.33 -0.05 -0.056
C 2.481583 -0.346313 -0.513715 -0.16 -0.10 -0.22 -0.137
C -1.090618 -2.767699 3.063790 0.28 0.07 0.26 -0.125
C -1.730693 -4.976824 2.113997 -0.11 -0.41 0.15 -0.167
C -2.565647 -5.666560 1.220576 0.08 -0.04 0.07 -0.024
C 1.805900 7.022285 -2.839756 -0.28 0.18 0.10 -0.046
C 0.539082 7.317204 -2.415662 0.23 -0.10 -0.07 -0.010
C 1.005808 -0.573807 1.494962 0.02 0.08 -0.44 -0.417
C -1.656548 6.470632 -1.624176 -0.20 -0.11 0.07 -0.021
C -1.974514 4.096297 -1.440042 0.15 -0.33 -0.04 -0.039
C -1.370285 -2.998452 0.708871 0.37 -0.06 -0.29 -0.123
C -0.335917 6.264702 -2.073324 0.24 -0.46 -0.06 -0.145
C 1.044146 1.563772 0.205188 -0.41 -0.35 0.61 -0.155
C 2.647556 0.335515 -1.870432 0.11 0.15 0.26 -0.159
H 3.295283 2.260205 -1.101576 -0.04 0.05 -0.01 0.132
H 3.627216 0.104864 -2.292002 0.00 -0.01 -0.06 0.116
H -1.643590 -1.821372 3.021556 0.06 -0.01 0.05 0.134
H 1.879872 -0.018864 -2.561557 0.05 -0.05 -0.08 0.114
H 3.192408 5.406048 -3.230708 0.12 0.05 -0.05 0.112
H 0.679142 -3.669415 0.564057 -0.05 0.06 -0.08 0.137
H -3.079903 -5.106896 0.455029 -0.05 0.09 -0.04 0.108
H -0.849267 -7.664436 4.001738 0.07 -0.02 0.09 0.117
H 0.988745 -3.382174 2.959030 -0.05 0.02 0.02 0.125
H 2.503271 7.798770 -3.113421 0.05 0.06 -0.02 0.103
H -2.332345 -8.835125 2.378941 -0.02 -0.10 0.02 0.100
H 1.803357 1.937175 0.897600 -0.09 0.02 -0.09 0.138
H 2.488035 2.342980 -2.687863 0.27 -0.01 0.09 0.098
H 0.311407 -0.280398 -0.543713 0.09 -0.06 0.07 0.120
H 2.558070 -1.430685 -0.622855 0.05 -0.01 0.05 0.114
H 3.277817 -0.020981 0.161053 0.04 -0.05 0.07 0.130
H -1.716193 -3.651051 -0.090333 -0.03 0.06 0.03 0.113
H 0.194531 8.339205 -2.337003 -0.01 0.08 0.00 0.117
H -1.918414 -2.051144 0.657576 0.01 -0.03 -0.08 0.135
H -1.276138 -3.224634 4.033000 -0.03 0.06 -0.07 0.124
H -3.468461 5.568755 -0.963746 -0.07 0.02 0.02 0.108
H -3.426517 -7.507214 0.593119 -0.06 -0.03 -0.06 0.102
H -2.021127 7.484335 -1.535655 -0.06 0.08 0.02 0.115
H 0.300146 -2.273731 -0.462899 0.07 0.00 0.01 0.115
H 0.741631 -1.752408 3.637212 -0.01 -0.12 -0.07 0.123
H -2.597687 3.247273 -1.206012 -0.09 -0.06 0.05 0.113
H 0.060779 1.858163 0.572909 0.13 -0.02 0.23 0.131
```
Positions in Å, forces in eV/Å.

As for the HOMO-LUMO gap: 0.275 hartree. The spin multiplicity is 1. The highest occupied orbital energy comes out at -0.2842 Ha. For the relative energy (zero: lowest compared OMol25 entry of this formula, charge and spin), the calculation gives 0.000 eV. As for the SMILES: O=C([C@@H]1CCCN(S(=O)(=O)c2cccc3cccnc23)C1)N1CCN(c2ccccc2F)CC1. The calculation puts the LUMO energy at -0.00879 hartree.



No. 2
The following is a DFT calculation (ωB97M-V/def2-TZVPD) of C25H27N3O5 in the gas phase.

```
60
Properties=species:S:1:pos:R:3:forces:R:3:lowdin_charge:R:1
O -0.155218 -2.961008 1.105026 0.02 -0.09 0.27 0.087
O 0.297306 0.743464 3.184263 -0.11 0.33 0.23 0.079
O -1.643130 0.748997 -2.686780 0.04 -0.16 -0.05 0.077
O 0.497231 3.398803 -3.745552 -0.19 0.16 0.46 0.051
O 0.251560 1.243960 0.035424 0.01 0.06 -0.08 0.096
N -1.172078 2.736058 -1.702219 -0.01 0.19 0.17 0.086
N -1.594543 0.413762 1.023236 0.11 -0.51 0.28 0.051
N 1.601614 -0.543137 1.851858 0.28 -0.34 0.01 0.113
C 1.220037 3.490296 -4.868604 0.28 -0.29 -0.74 -0.105
C 4.507138 -1.154018 0.929750 0.17 0.06 0.11 -0.197
C 0.484020 -5.174697 0.304034 -0.08 0.29 0.25 -0.011
C 4.642975 0.326765 0.578400 0.02 -0.03 -0.09 -0.188
C -0.233004 -3.112123 -1.110788 0.14 -0.35 0.47 -0.009
C 0.432390 -0.058580 2.285927 -0.20 -0.49 -0.14 -0.447
C 0.144878 1.557165 -4.954944 -0.34 0.28 0.83 0.013
C -1.817997 2.338073 -0.475333 0.07 -0.18 -0.28 -0.063
C -3.517112 1.514710 2.026854 0.10 -0.13 -0.06 -0.011
C -0.164813 2.217279 -3.793233 0.10 -0.93 -0.93 -0.181
C -0.829611 -0.676686 1.613911 0.40 0.05 0.22 -0.088
C -4.870447 1.537385 2.312445 -0.07 0.05 -0.02 -0.072
C 0.037692 -3.780792 0.043827 0.04 -0.19 -0.77 -0.323
C 2.876906 0.002719 2.268156 -0.05 0.08 0.33 -0.283
C -5.690714 0.508160 1.880845 -0.06 0.01 0.02 -0.087
C -0.549253 -1.755011 0.618938 -0.33 0.30 -0.73 -0.243
C 3.918218 -1.119272 2.337118 -0.04 -0.02 -0.06 -0.142
C 1.045327 2.389427 -5.652779 0.16 0.51 0.23 -0.049
C -1.042937 1.809010 -2.689243 -0.02 0.57 0.16 -0.425
C -5.154761 -0.550381 1.166220 -0.03 -0.04 0.03 -0.070
C -0.947598 1.292408 0.232389 -0.21 0.39 -0.33 -0.404
C 3.421877 0.999291 1.222290 0.01 0.14 -0.01 -0.118
C -3.802930 -0.580453 0.874182 0.08 0.10 -0.01 0.004
C -0.615531 -1.795850 -0.741697 -0.01 0.13 0.70 0.010
C -2.983620 0.459185 1.297488 -0.46 0.08 0.10 -0.226
H 5.458900 -1.681906 0.886378 -0.02 -0.10 -0.08 0.105
H 5.562020 0.719969 1.015925 0.06 0.00 -0.03 0.106
H 2.641423 1.199966 0.488962 0.01 0.07 0.04 0.097
H 1.435530 -5.177890 0.834833 0.07 -0.07 0.01 0.083
H -1.424188 -1.090715 2.438112 0.13 0.12 -0.12 0.176
H -5.791817 -1.355501 0.832224 -0.05 -0.07 -0.03 0.105
H -3.375752 -1.396806 0.312121 0.06 -0.08 -0.08 0.119
H 3.814150 -1.643170 0.242687 -0.03 -0.08 -0.08 0.105
H -0.233691 0.601960 -5.253619 -0.12 -0.21 0.01 0.119
H -2.788707 1.901580 -0.722782 0.08 0.16 0.13 0.132
H -2.863684 2.297269 2.380605 0.10 0.07 0.06 0.124
H -5.283907 2.356651 2.881253 -0.03 0.07 0.05 0.105
H 4.693767 -0.855912 3.056775 0.07 0.01 0.04 0.115
H -6.746251 0.528116 2.106410 -0.09 0.00 0.02 0.102
H 1.499897 2.197151 -6.602672 0.13 0.03 -0.19 0.103
H -0.469810 3.457712 -1.649078 -0.04 -0.07 -0.06 0.143
H -0.244649 -5.698738 0.921403 -0.01 -0.10 0.02 0.084
H 1.605331 -1.051461 0.980072 -0.19 0.05 0.00 0.139
H 3.469772 -2.064549 2.639376 0.00 0.00 0.12 0.112
H 0.598921 -5.702818 -0.637520 0.01 -0.03 -0.04 0.083
H -1.956492 3.213324 0.159743 -0.05 -0.07 -0.03 0.135
H -0.907396 -1.006831 -1.405177 -0.07 0.27 -0.08 0.094
H 4.683241 0.493198 -0.496851 0.08 0.06 -0.03 0.104
H 2.699435 0.475253 3.236331 0.05 -0.07 -0.13 0.144
H -0.173482 -3.500486 -2.106607 0.04 -0.18 -0.19 0.109
H 1.813607 4.374090 -4.998604 0.03 0.14 0.08 0.123
H 3.689957 1.945635 1.688292 -0.03 0.07 -0.01 0.110
```
Positions in Å, forces in eV/Å.

As for the HOMO-LUMO gap: 0.328 hartree. The spin multiplicity is 1. The highest occupied orbital energy comes out at -0.3013 Ha. For the relative energy (zero: lowest compared OMol25 entry of this formula, charge and spin), the calculation gives 1.168 eV. As for the SMILES: Cc1ccc([C@@H](C(=O)NC2CCCC2)N(C(=O)CNC(=O)c2ccco2)c2ccccc2)o1. The calculation puts the LUMO energy at 0.02673 hartree.



No. 3
The following is a DFT calculation (ωB97M-V/def2-TZVPD) of C25H27N5O3RhS5 as an isolated structure.

```
66
Properties=species:S:1:pos:R:3:forces:R:3:lowdin_charge:R:1
Rh 0.690253 -0.808162 -0.357691 -7.95 -2.32 -5.85 0.947
S -5.973347 -0.849862 -1.154591 0.32 0.12 1.02 0.870
S -4.170547 -0.609262 1.124209 -1.62 -1.61 -0.83 0.920
S -3.803347 -1.122562 -3.171491 0.11 -0.12 -0.04 0.785
S -1.658947 -0.808162 -0.357691 -4.71 -4.31 -2.96 0.770
S -7.146047 -0.490362 1.590509 0.58 -0.01 -0.40 0.439
O 0.405453 -0.808462 1.444109 -0.08 0.10 3.21 -0.294
O 0.299453 -0.808462 -2.180091 0.75 0.19 -3.55 -0.283
O -0.726047 -1.266362 3.721409 1.10 0.25 -1.05 0.031
N -0.328247 3.242238 0.162809 -0.12 -1.79 -0.10 -0.062
N 0.690253 1.172538 -0.357691 0.06 1.28 0.18 -0.072
N 2.499353 -0.808162 -0.251691 4.28 -0.11 2.00 -0.238
N -1.291947 1.102838 0.918309 2.65 5.78 0.64 -0.099
N 2.700653 -1.123262 1.097909 0.15 0.25 1.31 0.083
C -3.399447 -0.806762 -0.456191 1.55 0.02 0.69 -0.952
C -1.220647 3.930438 1.075609 -0.09 0.07 0.30 -0.181
C 2.486253 -1.676962 -2.487391 0.84 -0.40 0.66 -0.163
C 2.023653 -1.513162 6.092109 -0.26 0.03 -0.41 -0.106
C 1.761253 1.883838 -1.029091 0.18 0.47 0.05 -0.203
C -2.440247 1.782038 1.500109 -0.04 0.74 0.11 -0.232
C -4.259547 -0.925362 -1.497491 0.16 0.20 -0.35 -1.036
C 0.571453 -1.318862 4.171409 -0.73 0.08 -0.36 -0.252
C -0.267947 1.813438 0.227909 -1.80 0.89 1.31 -0.274
C 3.131953 -1.418262 5.253109 -0.04 0.05 -0.49 -0.113
C 0.740753 -1.465562 5.550209 0.67 0.00 0.06 -0.028
C 2.709553 -1.808962 -1.035691 -0.26 -1.42 -1.48 -0.116
C -5.825947 -0.638062 0.574509 -0.50 -0.12 0.13 -1.458
C 3.398053 -1.933362 -4.711291 0.47 -0.17 0.27 -0.132
C -3.143547 -2.804062 -3.115591 0.15 -0.49 -0.06 -0.402
C 0.468853 3.988138 -0.806491 0.18 0.05 -0.18 -0.174
C 1.589853 -1.035262 1.780109 3.11 -0.85 5.22 -0.483
C 1.262253 -1.142062 -2.952291 1.29 -0.18 -1.59 -0.396
C 3.530053 -2.084462 -3.335991 -0.80 0.23 -0.43 -0.054
C -2.576647 3.240438 1.013309 -0.31 -0.15 -0.02 -0.157
C 1.161653 3.046038 -1.808891 -0.22 0.11 -0.19 -0.162
C 1.186053 -1.015462 -4.353491 0.08 0.08 -1.29 -0.008
C 1.673053 -1.219962 3.294809 1.78 -0.15 0.18 -0.051
C 2.223553 -1.392762 -5.221091 -0.98 0.31 1.01 -0.101
C 2.956253 -1.275062 3.871209 -0.34 -0.04 0.75 -0.038
H 0.411553 2.630238 -2.517791 0.42 0.30 0.36 0.128
H 2.096553 -1.252762 -6.288291 -0.01 -0.03 0.04 0.093
H -3.850047 -3.482662 -2.628691 0.04 0.18 -0.06 0.041
H 3.078553 -2.778562 -0.664391 0.33 0.63 0.09 0.137
H 0.690253 -2.492962 -0.357691 0.43 0.74 0.06 0.095
H -1.303047 5.006938 0.809709 0.21 -0.69 0.01 0.123
H -0.591847 -1.091362 2.739409 -0.61 -0.35 1.04 0.078
H 4.136753 -1.447062 5.661409 -0.08 -0.01 0.00 0.087
H -2.986647 -3.154262 -4.139691 -0.08 0.18 0.03 0.027
H 2.466253 2.296838 -0.273791 -0.12 -0.32 -0.36 0.129
H -3.333047 3.767838 1.633009 0.41 -0.34 -0.33 0.118
H -1.184947 0.089838 1.076509 -0.06 1.51 0.56 -0.056
H 2.320153 1.181938 -1.682591 -0.40 0.44 0.45 0.108
H 3.828653 -1.189162 3.227909 -0.28 -0.03 0.03 0.098
H -0.134747 -1.531962 6.186509 0.01 0.01 -0.16 0.111
H 0.272253 -0.596762 -4.773091 0.11 -0.06 0.11 0.110
H -2.183947 -2.846562 -2.597291 -0.10 0.20 0.08 0.020
H 1.225853 4.577538 -0.244791 -0.25 -0.14 -0.41 0.121
H -2.917947 3.254838 -0.045691 0.11 -0.04 0.60 0.127
H 4.205353 -2.218762 -5.374291 0.00 0.00 0.02 0.086
H 2.156153 -1.618162 7.163309 -0.03 0.00 -0.04 0.092
H 1.928153 3.602738 -2.389091 -0.45 -0.27 0.36 0.116
H -0.830347 3.855538 2.114509 -0.13 0.22 -0.40 0.128
H -2.326747 1.752838 2.605209 -0.30 0.13 -0.39 0.128
H 4.444853 -2.478462 -2.909091 -0.04 -0.05 0.03 0.105
H -3.376247 1.247138 1.232009 1.14 0.96 0.30 0.002
H -0.169247 4.690738 -1.384991 0.17 -0.23 0.49 0.119
```
Positions in Å, forces in eV/Å.

Its charge is -1. As for the HOMO-LUMO gap: 0.223 hartree. The spin multiplicity is 1. The highest occupied orbital energy comes out at -0.1340 Ha. The calculation puts the LUMO energy at 0.08931 hartree.



> What is the highest occupied orbital energy in the second record?

-0.3013 Ha



> Among the records above, which one has the highest highest occupied orbital energy?

C25H27N5O3RhS5



> Among the records above, which one has the highest highest occupied orbital energy?

C25H27N5O3RhS5